[1]
Entry from OMol25: a cluster of 13 separate species, C42H116N18O19 in total (ωB97M-V/def2-TZVPD).

Each line ends with the Löwdin charge.
Geometry (Å):
C 3.5548 -5.5511 -7.1321  -0.816
O 3.2064 -6.6403 -6.8182  0.068
N 4.0022 -4.5596 -6.3808  0.152
N 3.4379 -5.1092 -8.3554  0.143
H 4.4402 -3.7352 -6.7663  0.107
H 3.8407 -4.6738 -5.3903  0.117
H 3.7807 -4.1719 -8.5101  0.106
H 2.9332 -5.8022 -8.8894  0.123
C -0.2302 5.5300 1.1115  -0.787
O 0.3667 4.9162 0.2010  -0.016
N -0.3654 5.1606 2.3529  0.170
N -0.8264 6.6274 0.8412  0.161
H -0.9459 5.6609 3.0108  0.111
H -0.2089 4.1714 2.4831  0.116
H -0.9480 6.7631 -0.1523  0.127
H -1.3516 7.1715 1.5107  0.117
C -1.5629 0.2717 -8.3335  -0.851
O -1.5748 1.4221 -8.7560  0.026
N -0.5850 -0.5413 -8.4898  0.156
N -2.4377 -0.3326 -7.7024  0.172
H -0.6327 -1.5054 -8.1927  0.111
H 0.2333 -0.3616 -9.0539  0.124
H -2.4156 -1.3419 -7.6698  0.126
H -3.2844 0.1733 -7.4849  0.135
C 3.3031 1.5102 -4.0939  -0.753
O 4.1545 0.9970 -4.8449  -0.015
N 2.2062 1.9707 -4.6098  0.154
N 3.4017 1.7468 -2.7930  0.167
H 2.0987 2.0877 -5.6072  0.124
H 1.6337 2.5064 -3.9731  0.104
H 4.2522 1.4862 -2.3145  0.114
H 2.6987 2.3042 -2.3290  0.107
C -9.2621 -1.6065 -1.5655  -0.720
O -8.6621 -2.3017 -0.7748  0.053
N -8.9193 -0.7447 -2.4901  0.127
N -10.5855 -1.4788 -1.7186  0.111
H -8.0109 -0.3053 -2.4481  0.122
H -9.6871 -0.4146 -3.0572  0.101
H -11.2947 -2.0765 -1.3187  0.114
H -10.9322 -0.8334 -2.4139  0.092
C -1.5630 8.2810 -5.9475  -0.904
O -1.0448 8.3940 -4.9099  0.092
N -1.1987 8.8869 -7.0034  0.165
N -2.6661 7.6941 -6.1762  0.163
H -0.4819 9.5871 -6.8766  0.132
H -1.7600 8.7019 -7.8225  0.113
H -3.1354 7.2033 -5.4286  0.126
H -3.0118 7.5650 -7.1164  0.113
C -1.8178 -5.1320 6.0813  -0.096
O -2.6547 -4.2749 6.9157  -0.206
C -3.8931 -4.9694 7.1020  -0.199
C -4.7177 -3.9542 7.9618  -0.214
N -5.9851 -3.5649 7.4558  -0.089
C -5.9137 -2.9426 6.1635  -0.218
C -7.2520 -2.3534 5.7242  -0.217
O -7.4133 -1.0839 6.3657  -0.206
C -8.7289 -0.5803 6.0452  -0.090
H -1.6837 -6.1675 6.3942  0.088
H -0.8927 -4.5555 6.0738  0.080
H -2.0555 -4.9920 5.0268  0.082
H -3.6683 -5.8799 7.6575  0.112
H -4.3356 -5.2452 6.1448  0.109
H -4.1457 -3.1227 8.3737  0.119
H -4.8830 -4.4930 8.8947  0.106
H -6.2536 -2.7369 7.9682  0.106
H -5.6542 -3.7923 5.5320  0.112
H -5.1214 -2.1993 6.2512  0.130
H -8.0671 -3.0077 6.0337  0.122
H -7.2357 -2.2779 4.6370  0.118
H -8.6629 -0.5402 4.9579  0.086
H -8.8268 0.3602 6.5874  0.086
H -9.5379 -1.2134 6.4096  0.082
C 11.2364 -1.5326 -3.6432  -0.111
O 12.6544 -1.4301 -3.6625  -0.199
C 13.1570 -1.4119 -2.3328  -0.230
C 14.4981 -0.6896 -2.3689  -0.189
N 15.5476 -1.4698 -3.0978  -0.065
C 16.5932 -0.6422 -3.6748  -0.205
C 17.3650 0.1228 -2.5619  -0.224
O 16.6259 1.2806 -2.3173  -0.212
C 16.9381 1.8852 -1.0516  -0.096
H 10.8769 -2.4915 -3.2698  0.082
H 10.9995 -1.5593 -4.7068  0.089
H 10.7582 -0.7315 -3.0797  0.087
H 13.1849 -2.4673 -2.0619  0.126
H 12.5670 -0.8721 -1.5921  0.116
H 14.7228 -0.4521 -1.3291  0.112
H 14.4035 0.2397 -2.9306  0.117
H 15.0644 -1.8460 -3.9009  0.092
H 16.1590 -0.0781 -4.5003  0.117
H 17.2399 -1.3133 -4.2399  0.109
H 18.3835 0.3577 -2.8712  0.116
H 17.4014 -0.4685 -1.6470  0.119
H 16.8566 1.2490 -0.1703  0.083
H 16.3497 2.7996 -0.9762  0.088
H 17.9848 2.1875 -1.0166  0.079
C -6.8063 6.3449 2.8238  -0.110
O -6.1205 6.6276 4.0184  -0.181
C -5.5517 5.5208 4.5722  -0.267
C -4.8353 5.8660 5.9002  -0.178
N -3.8883 6.9881 5.6774  -0.065
C -3.3384 7.4912 6.9141  -0.221
C -4.0623 8.6857 7.5645  -0.212
O -3.6685 9.8645 6.8744  -0.200
C -4.2929 11.1377 7.0557  -0.089
H -6.2202 6.2793 1.9071  0.088
H -7.6444 7.0417 2.8173  0.095
H -7.2512 5.3512 2.7712  0.079
H -4.8611 5.0696 3.8598  0.122
H -6.3704 4.8257 4.7587  0.119
H -4.3566 4.9555 6.2606  0.117
H -5.5620 6.1996 6.6409  0.110
H -4.3935 7.7598 5.2659  0.095
H -2.3106 7.7993 6.7226  0.112
H -3.2941 6.6593 7.6171  0.113
H -3.8536 8.6728 8.6343  0.115
H -5.1351 8.5055 7.4970  0.115
H -3.6449 11.9303 6.6815  0.084
H -4.4931 11.3574 8.1044  0.082
H -5.2144 11.1505 6.4737  0.082
C -2.4219 1.0262 -2.7598  -0.063
O -3.0200 0.2169 -1.7190  -0.202
C -2.2613 0.0511 -0.5459  -0.224
C -0.9180 -0.6934 -0.6919  -0.199
N -1.0250 -1.9888 -1.4476  -0.065
C 0.2103 -2.6642 -1.8685  -0.192
C 1.2019 -2.7549 -0.7046  -0.219
O 2.4883 -3.3139 -1.0983  -0.199
C 3.4523 -3.2649 -0.0635  -0.114
H -2.1596 2.0005 -2.3475  0.088
H -3.1382 1.0509 -3.5810  0.090
H -1.4827 0.5257 -2.9954  0.073
H -2.8712 -0.4135 0.2288  0.121
H -1.8597 0.9810 -0.1434  0.113
H -0.4372 -1.0070 0.2347  0.103
H -0.2191 -0.0392 -1.2131  0.101
H -1.7156 -1.8463 -2.1707  0.092
H 0.7838 -2.0566 -2.5685  0.111
H 0.0295 -3.6515 -2.2935  0.121
H 0.7444 -3.2286 0.1640  0.122
H 1.4730 -1.7411 -0.4098  0.102
H 4.4440 -3.6766 -0.2510  0.091
H 2.9206 -3.6771 0.7941  0.078
H 3.5877 -2.2329 0.2602  0.074
C 0.4717 0.5447 4.2905  -0.095
O 1.7600 1.0993 3.9523  -0.188
C 2.8315 0.1961 4.1100  -0.235
C 4.1069 1.0473 4.0959  -0.202
N 4.4724 1.5390 2.7505  -0.043
C 5.7729 2.1095 2.9255  -0.221
C 6.4895 2.4726 1.6138  -0.316
O 5.8869 3.4503 0.9723  -0.174
C 6.6774 3.9730 -0.0850  -0.086
H 0.3231 0.1944 5.3119  0.084
H 0.3175 -0.2598 3.5714  0.078
H -0.4211 1.1459 4.1185  0.075
H 2.8553 -0.6155 3.3827  0.118
H 2.8110 -0.3339 5.0622  0.115
H 4.8620 0.2890 4.3027  0.113
H 4.0868 1.8450 4.8385  0.124
H 3.8457 2.2507 2.4030  0.114
H 6.4019 1.3496 3.3891  0.116
H 5.7865 3.0247 3.5174  0.123
H 6.6206 1.6719 0.8858  0.120
H 7.5321 2.7794 1.6969  0.112
H 7.7158 4.2363 0.1161  0.089
H 6.2607 4.9199 -0.4285  0.090
H 6.5786 3.2354 -0.8815  0.088
C -4.0397 -6.2228 -6.1584  -0.126
O -4.5421 -5.1115 -5.4429  -0.183
C -5.7544 -5.5181 -4.7946  -0.197
C -5.5356 -6.6014 -3.6964  -0.246
N -6.5790 -6.7815 -2.7722  -0.092
C -6.2614 -7.7100 -1.7328  -0.215
C -7.5480 -8.0052 -0.9406  -0.186
O -7.3079 -8.7880 0.2615  -0.216
C -6.9272 -7.9271 1.3656  -0.097
H -3.2105 -5.9548 -6.8131  0.085
H -4.8502 -6.5400 -6.8145  0.087
H -3.6841 -7.0570 -5.5536  0.083
H -6.4717 -5.9344 -5.5019  0.112
H -6.2320 -4.6306 -4.3796  0.121
H -4.6450 -6.2341 -3.1866  0.124
H -5.3711 -7.6110 -4.0729  0.119
H -6.8233 -5.9034 -2.3370  0.120
H -5.4290 -7.3610 -1.1216  0.112
H -5.8182 -8.6362 -2.0986  0.125
H -8.2026 -8.7511 -1.3914  0.122
H -8.1937 -7.1755 -0.6528  0.116
H -6.1435 -7.2505 1.0250  0.068
H -6.5202 -8.4816 2.2111  0.085
H -7.7544 -7.2746 1.6448  0.080
O -4.3236 -3.8678 1.4308  -0.055
H -5.0778 -3.5782 0.9175  0.026
H -3.5640 -3.5936 0.9169  0.020

Forces on atoms 1 to 2 (eV/Å):
0.0 1.2 -0.2
-0.8 -2.7 1.6

## Properties
net charge: 0
F_max: 0.189 hartree/bohr
relative energy (zero: lowest compared OMol25 entry of this formula, charge and spin): 0.000 eV
HOMO-LUMO gap: 8.58 eV

[2]
Entry from OMol25: a cluster of 2 separate species, O4S2 in total (ωB97M-V/def2-TZVPD).

Each line ends with the Löwdin charge.
Geometry (Å):
O 0.1222 2.4882 -0.2493  -0.455
O -0.1404 2.1264 -2.7369  -0.449
O 0.2707 -2.1791 0.2370  -0.444
O 0.1338 -3.0688 2.5413  -0.452
S -0.7107 2.5448 -1.4471  0.904
S 0.3245 -1.9116 1.6550  0.896

Forces on atoms 1 to 2 (eV/Å):
-1.1 0.0 -1.7
-1.0 0.8 2.4

## Properties
net charge: 0
F_max: 0.053 hartree/bohr
relative energy (zero: lowest compared OMol25 entry of this formula, charge and spin): 0.174 eV
HOMO-LUMO gap: 10.54 eV

[3]
Entry from OMol25: a structure of composition C47H57BaBrClN6O2P3Te (ωB97M-V/def2-TZVPD).

Each line ends with the Löwdin charge.
Geometry (Å):
Ba -0.7930 0.3052 -0.3163  1.323
Te -2.4182 -4.2381 -2.0142  1.237
C -2.1239 -6.3387 -1.8158  -0.528
C -1.9961 -6.9222 -0.5610  -0.140
C -1.7650 -8.2805 -0.4617  -0.164
N -1.6459 -9.0784 -1.5127  0.048
C -1.7793 -8.5303 -2.7101  -0.174
C -2.0267 -7.1838 -2.9144  -0.135
C -1.2000 -3.9358 -0.1935  -0.873
P -1.8872 -2.4098 0.4831  0.657
C -1.4500 -2.4060 2.2651  -0.381
C -1.8474 -1.3062 3.0189  -0.118
C -1.6969 -1.3007 4.3920  -0.084
C -1.1086 -2.3867 5.0235  -0.108
C -0.7029 -3.4813 4.2772  -0.084
C -0.8909 -3.5005 2.9070  -0.108
C -3.6096 -2.9519 0.7806  -0.445
C -4.6960 -2.2352 0.2999  -0.118
C -5.9819 -2.6966 0.5222  -0.089
C -6.1866 -3.8732 1.2234  -0.089
C -5.1039 -4.5875 1.7108  -0.073
C -3.8214 -4.1273 1.4936  -0.106
P 0.3579 -3.4310 -0.9879  0.808
C 1.5712 -3.6163 0.3973  -0.357
C 2.4976 -2.5908 0.5683  -0.141
C 3.4777 -2.6756 1.5420  -0.105
C 3.5423 -3.7883 2.3638  -0.094
C 2.5924 -4.7897 2.2405  -0.073
C 1.6116 -4.7004 1.2700  -0.119
C 0.7824 -4.9281 -2.0073  -0.406
C 0.8262 -4.7293 -3.3896  -0.160
C 1.1895 -5.7536 -4.2430  -0.085
C 1.4852 -7.0089 -3.7374  -0.091
C 1.3875 -7.2329 -2.3766  -0.085
C 1.0497 -6.2007 -1.5182  -0.093
H -2.0665 -6.3097 0.3240  0.066
H -1.6659 -8.7644 0.5061  0.101
H -1.6698 -9.2100 -3.5498  0.103
H -2.1192 -6.7921 -3.9152  0.093
H -2.3117 -0.4637 2.5142  0.076
H -2.0416 -0.4547 4.9718  0.105
H -0.9643 -2.3728 6.0956  0.106
H -0.2478 -4.3303 4.7682  0.107
H -0.5894 -4.3551 2.3198  0.074
H -4.5282 -1.3193 -0.2592  0.099
H -6.8271 -2.1378 0.1469  0.100
H -7.1893 -4.2412 1.3838  0.099
H -5.2576 -5.5018 2.2654  0.103
H -2.9744 -4.6735 1.8822  0.091
H 2.4391 -1.7065 -0.0564  0.064
H 4.1907 -1.8729 1.6720  0.095
H 4.3261 -3.8714 3.1039  0.103
H 2.6208 -5.6432 2.9052  0.107
H 0.8649 -5.4768 1.1959  0.089
H 0.5326 -3.7756 -3.8108  0.077
H 1.2336 -5.5731 -5.3073  0.102
H 1.7681 -7.8129 -4.4010  0.102
H 1.5616 -8.2207 -1.9753  0.107
H 0.9669 -6.4144 -0.4673  0.084
N 3.2655 0.7972 0.2974  0.082
C 3.0065 1.1089 -1.1023  -0.320
C 4.2325 1.6396 -1.8548  -0.143
C 5.3078 0.5685 -2.0782  -0.172
C 5.1677 -0.1583 -3.4255  -0.172
N 3.8173 -0.6003 -3.7211  0.080
C 3.1480 -1.5839 -3.1053  -0.459
N 3.7843 -2.4737 -2.3355  0.240
N 1.8561 -1.7229 -3.3024  0.151
C 1.8482 2.1464 -1.0653  -0.650
O 2.1130 3.3371 -1.1449  0.056
O 0.7133 1.6356 -0.8995  -0.574
H 3.4631 1.6626 0.7905  0.092
H 4.0950 0.2179 0.3865  0.056
H 2.6049 0.2065 -1.5693  0.107
H 4.6357 2.4575 -1.2540  0.121
H 3.9168 2.0706 -2.8062  0.120
H 5.2719 -0.1591 -1.2629  0.092
H 6.2968 1.0298 -2.0573  0.114
H 5.8506 -1.0141 -3.4625  0.118
H 5.4487 0.5292 -4.2248  0.128
H 3.2361 0.0769 -4.1935  0.158
H 4.7707 -2.4171 -2.1672  0.114
H 3.2527 -3.2009 -1.8822  0.102
H 1.2880 -1.0357 -3.7882  0.007
H 1.3009 -2.3081 -2.6491  -0.027
Br -1.0768 -0.4646 -3.1156  -0.284
C 0.6494 4.6695 2.3208  -0.132
C 0.3683 3.4450 1.4564  -0.433
P -1.3474 2.7981 1.3431  0.844
C -2.1455 4.2927 0.5826  -0.405
C -3.5218 4.0537 -0.0259  -0.155
C -1.8499 2.9165 3.1285  -0.413
C -3.3229 2.6425 3.3845  -0.154
H 1.6530 5.0238 2.0939  0.076
H 0.6073 4.4462 3.3854  0.056
H -0.0368 5.4870 2.1102  0.065
H 1.0016 2.6109 1.7687  0.057
H 0.6458 3.6801 0.4274  0.044
H -1.4572 4.6033 -0.2100  0.087
H -2.1960 5.0898 1.3307  0.079
H -3.4819 3.2595 -0.7733  0.066
H -3.8685 4.9615 -0.5177  0.071
H -4.2552 3.7804 0.7298  0.054
H -1.5888 3.9072 3.5059  0.073
H -1.2382 2.1756 3.6544  0.062
H -3.9429 3.4394 2.9817  0.058
H -3.5114 2.5829 4.4550  0.072
H -3.6337 1.7030 2.9306  0.059
Cl 1.7604 2.3633 6.7913  0.674
C 1.7167 0.9816 5.7555  -0.657
C 1.8852 -0.2933 6.2770  -0.086
C 1.8228 -1.3606 5.3976  -0.059
C 1.5703 -1.1059 4.0559  -0.154
N 1.4215 0.1118 3.5620  0.096
C 1.5085 1.1363 4.3908  -0.182
H 2.0573 -0.4389 7.3343  0.109
H 1.9525 -2.3712 5.7547  0.112
H 1.4714 -1.9139 3.3478  0.093
H 1.4111 2.1252 3.9644  0.085

Forces on atoms 1 to 2 (eV/Å):
-2.7 -2.6 1.1
0.2 -0.5 0.6

## Properties
net charge: 0
F_max: 0.076 hartree/bohr
relative energy (zero: lowest compared OMol25 entry of this formula, charge and spin): 0.741 eV
HOMO-LUMO gap: 6.35 eV

[4]
Entry from OMol25: a cluster of 2 separate species, C4H13NS2 in total (ωB97M-V/def2-TZVPD).

Each line ends with the Löwdin charge.
Geometry (Å):
C -2.5428 2.3243 0.7649  -0.441
S -0.7889 2.7366 0.8002  0.710
C -0.3496 2.1958 -0.8704  -0.427
H -2.6892 1.2707 0.5222  0.020
H -3.0711 2.9406 0.0339  0.034
H -2.9378 2.5031 1.7621  0.025
H 0.6363 2.5991 -1.0810  0.029
H -0.3456 1.1119 -0.9428  -0.002
H -1.0506 2.6360 -1.5777  0.035
C 1.5360 -2.0845 -0.5051  -0.386
C 0.5649 -1.4222 0.4479  -0.566
S -1.1528 -1.8129 -0.0338  0.688
N 2.9042 -1.6515 -0.2045  -0.016
H 1.3988 -3.1712 -0.4573  0.099
H 1.3164 -1.7897 -1.5348  0.104
H 0.7522 -1.7226 1.4851  0.080
H 0.6728 -0.3360 0.4341  0.043
H -1.5860 -2.2507 1.1516  -0.156
H 3.1927 -2.0297 0.6927  0.065
H 3.5402 -2.0470 -0.8875  0.063

Forces on atoms 1 to 2 (eV/Å):
0.0 -0.1 -0.1
0.0 -0.1 -0.1

## Properties
net charge: 0
F_max: 0.009 hartree/bohr
relative energy (zero: lowest compared OMol25 entry of this formula, charge and spin): 0.368 eV
HOMO-LUMO gap: 9.17 eV
SMILES: NCCS.CSC

Q: The lowest relative energy (zero: lowest compared OMol25 entry of this formula, charge and spin) belongs to which entry?
A: C42H116N18O19

Q: Which formula does entry 1 have?
A: C42H116N18O19